[1]
Molecular formula: C18H60N8O12
Method: DFT, wB97M-V/def2-TZVPD

Its gap between HOMO and LUMO is 9.315 eV. Its total energy is -56127.8109 eV. The SMILES is NC(N)=O.NC(N)=O.NC(N)=O.NC(N)=O.CCO.CCO.CCO.CCO.CCO.CCO.CO.CO.

Atoms and positions in Å:
N 2.934 -2.496 0.581
C 2.534 -2.914 -0.617
N 1.653 -3.862 -0.546
O 2.965 -2.267 -1.753
H 3.778 -1.831 0.664
H 2.681 -2.929 1.525
H 1.364 -4.365 -1.416
H 1.416 -4.203 0.404
N -3.250 0.159 -1.654
C -4.173 -0.615 -2.115
N -4.142 -0.692 -3.444
O -5.127 -1.251 -1.316
H -3.136 0.230 -0.635
H -2.661 0.744 -2.229
H -5.046 -1.060 -3.883
H -3.578 -0.120 -4.047
N 0.328 1.930 -3.027
C -0.803 2.273 -3.602
N -1.619 1.327 -3.871
O -1.082 3.578 -3.956
H 1.080 2.620 -2.754
H 0.596 0.970 -3.142
H -2.525 1.527 -4.448
H -1.446 0.338 -3.667
N -0.925 2.267 4.214
C -0.278 1.326 3.538
N -0.028 1.571 2.274
O 0.186 0.189 4.003
H -1.081 2.032 5.239
H -1.026 3.203 3.842
H 0.463 0.836 1.733
H -0.339 2.371 1.721
C 3.001 -2.074 4.078
C 1.604 -2.543 3.616
O 1.718 -3.689 2.820
H 3.517 -1.484 3.290
H 3.626 -2.920 4.420
H 2.908 -1.280 4.903
H 1.108 -1.766 2.999
H 1.005 -2.833 4.545
H 1.783 -4.453 3.416
C -3.146 -3.102 0.295
C -1.709 -2.702 -0.065
O -1.095 -3.817 -0.727
H -3.213 -3.946 1.036
H -3.723 -3.503 -0.565
H -3.648 -2.245 0.797
H -1.143 -2.486 0.819
H -1.625 -1.850 -0.684
H -0.159 -3.610 -0.852
C 3.294 1.364 2.928
C 3.138 2.510 1.958
O 4.269 3.300 1.863
H 2.328 0.833 2.981
H 3.610 1.780 3.894
H 4.019 0.601 2.552
H 2.328 3.192 2.214
H 2.869 2.099 1.018
H 4.683 3.466 2.732
C -1.881 3.893 0.441
C -0.727 3.384 -0.456
O 0.455 3.580 0.156
H -2.767 3.563 -0.077
H -1.882 5.027 0.385
H -1.842 3.490 1.443
H -0.704 3.810 -1.451
H -0.894 2.335 -0.618
H 1.144 3.174 -0.343
C 1.041 -0.949 -4.058
C 0.079 -2.038 -3.671
O -1.077 -1.339 -3.244
H 0.639 -0.228 -4.809
H 1.913 -1.414 -4.514
H 1.535 -0.448 -3.234
H 0.510 -2.619 -2.845
H -0.124 -2.689 -4.481
H -1.611 -1.977 -2.728
C -4.693 1.279 1.071
C -3.503 0.893 1.957
O -2.444 0.379 1.219
H -4.412 2.152 0.512
H -5.587 1.568 1.647
H -4.944 0.426 0.408
H -3.792 0.153 2.728
H -3.208 1.744 2.518
H -1.685 0.365 1.763
C 0.673 -0.004 -0.356
O 1.081 -0.547 0.908
H 1.075 1.022 -0.489
H -0.380 0.229 -0.466
H 0.912 -0.683 -1.195
H 1.770 -1.209 0.733
C 4.244 0.793 -2.378
O 3.660 0.728 -1.064
H 4.052 1.789 -2.851
H 3.779 0.094 -3.006
H 5.302 0.672 -2.415
H 3.236 -0.124 -1.040

[2]
Molecular formula: C5H12N2
Method: DFT, wB97M-V/def2-TZVPD

Its gap between HOMO and LUMO is 9.953 eV. Its total energy is -8359.0991 eV. The SMILES is CCC#N.CNC.

Atoms and positions in Å:
C 1.920 -1.804 0.471
C 1.612 -0.625 -0.443
C 2.395 0.593 -0.030
N 3.103 1.441 0.274
H 1.351 -2.675 0.148
H 1.645 -1.577 1.499
H 2.980 -2.050 0.445
H 1.916 -0.830 -1.472
H 0.541 -0.394 -0.452
C -2.165 -0.043 0.737
N -1.084 0.749 0.182
C -1.478 1.519 -0.983
H -3.052 0.551 0.998
H -2.465 -0.786 -0.003
H -1.805 -0.556 1.628
H -0.694 1.359 0.895
H -2.333 2.185 -0.798
H -1.756 0.827 -1.779
H -0.631 2.116 -1.317

[3]
Molecular formula: C42H38F6N2O4
Method: DFT, wB97M-V/def2-TZVPD

Its gap between HOMO and LUMO is 8.082 eV. Its total energy is -71644.7925 eV.

Atoms and positions in Å:
F 4.514 -0.172 4.042
C 3.343 -0.732 4.457
F 3.118 -1.856 3.702
F 3.529 -1.159 5.757
C 2.162 0.196 4.384
N 0.957 -0.496 4.860
C 0.316 0.053 6.002
C -0.663 1.054 5.850
C -1.224 1.631 6.987
C -0.803 1.236 8.265
C 0.163 0.231 8.412
C 0.718 -0.361 7.279
C 0.279 -1.394 4.049
C -0.593 -2.326 4.656
C -1.253 -3.273 3.874
C -1.093 -3.257 2.489
C -1.803 -4.253 1.629
C -2.409 -3.700 0.356
C -3.182 -4.558 -0.458
C -3.755 -4.138 -1.651
C -3.751 -2.780 -2.041
N -4.294 -2.385 -3.252
C -4.404 -3.373 -4.344
C -3.073 -3.510 -5.026
F -3.056 -4.387 -6.067
F -2.658 -2.287 -5.495
F -2.120 -3.917 -4.118
C -4.879 -1.123 -3.526
C -4.097 0.047 -3.627
C -4.687 1.247 -4.046
C -6.055 1.319 -4.333
C -6.847 0.168 -4.202
C -6.253 -1.048 -3.860
C -3.195 -1.856 -1.133
C -2.524 -2.312 0.005
C -0.236 -2.332 1.892
C 0.472 -1.427 2.652
H 2.350 1.027 5.065
H 2.049 0.543 3.352
H -0.946 1.330 4.833
H -1.982 2.406 6.868
H -1.250 1.692 9.150
H 0.498 -0.089 9.400
H 1.461 -1.161 7.345
H -0.727 -2.311 5.748
H -1.961 -3.958 4.342
H -2.603 -4.833 2.161
H -3.420 -5.569 -0.114
H -4.253 -4.882 -2.272
H -4.700 -4.357 -3.965
H -5.122 -3.005 -5.087
H -3.029 -0.014 -3.405
H -4.065 2.134 -4.161
H -6.515 2.259 -4.642
H -7.926 0.219 -4.387
H -6.849 -1.969 -3.799
H -3.245 -0.786 -1.352
H -2.135 -1.536 0.677
H -0.187 -2.244 0.802
H 1.125 -0.702 2.171
C -2.043 -7.889 -2.146
C -2.301 -8.077 -0.673
O -1.374 -7.245 0.107
C -1.844 -6.803 1.283
C -0.956 -5.764 2.058
C 0.421 -5.479 1.416
O 1.485 -5.233 1.984
O 0.340 -5.400 0.074
C 1.617 -4.984 -0.472
C 1.485 -5.017 -1.964
C -0.728 -6.431 3.468
C 0.513 -6.552 4.134
C 0.638 -7.222 5.366
C -0.471 -7.771 6.010
C -1.712 -7.654 5.371
C -1.831 -6.992 4.140
O -2.953 -7.136 1.685
H -2.749 -8.519 -2.710
H -2.231 -6.842 -2.426
H -1.019 -8.179 -2.425
H -3.310 -7.751 -0.409
H -2.167 -9.124 -0.376
H 1.803 -3.967 -0.095
H 2.407 -5.664 -0.114
H 2.465 -4.768 -2.390
H 1.177 -6.011 -2.311
H 0.766 -4.262 -2.306
H 1.425 -6.166 3.686
H 1.621 -7.299 5.824
H -0.385 -8.275 6.983
H -2.609 -8.079 5.817
H -2.805 -6.995 3.650

[4]
Molecular formula: C20H46N2O19S3
Method: DFT, wB97M-V/def2-TZVPD

Its gap between HOMO and LUMO is 8.864 eV. Its total energy is -95855.3770 eV.

Atoms and positions in Å:
C 1.518 -4.050 -2.841
N 1.175 -4.183 -1.442
C -0.276 -3.919 -1.219
C 1.433 -5.560 -1.120
C 1.925 -3.255 -0.646
C 1.950 -3.390 0.900
O 2.856 -2.564 1.627
H 1.008 -4.592 -3.299
H 2.765 -4.040 -3.035
H 1.195 -3.094 -3.252
H -0.723 -4.497 -0.322
H -1.056 -4.153 -1.805
H -0.705 -2.896 -1.180
H 1.199 -5.757 -0.062
H 2.534 -5.719 -1.261
H 1.064 -6.330 -1.761
H 1.598 -2.303 -0.910
H 2.983 -3.490 -0.931
H 2.057 -4.399 1.096
H 0.861 -3.146 1.172
H 2.455 -1.738 1.564
N 0.849 0.104 0.107
O -0.177 -0.582 0.404
O 1.900 0.142 0.892
O 0.970 0.445 -1.111
O -5.412 -0.864 3.183
S -5.008 0.334 2.403
O -3.978 1.285 2.628
O -4.602 -0.414 0.989
C -3.774 -1.380 1.006
C -3.232 -1.975 -0.373
C -6.669 1.107 1.924
H -3.929 -2.193 1.603
H -2.947 -0.954 1.447
H -2.522 -1.257 -0.867
H -4.142 -1.778 -0.897
H -3.012 -3.033 -0.448
H -6.938 1.541 2.850
H -7.401 0.482 1.595
H -6.358 1.823 1.127
O -2.300 5.360 -1.818
S -0.937 4.988 -1.664
O 0.088 6.020 -1.767
O -0.667 4.446 -0.070
C -1.652 3.770 0.582
C -1.400 3.529 2.057
C -0.611 3.635 -2.630
H -1.958 2.798 0.216
H -2.499 4.079 0.386
H -1.525 4.404 2.576
H -0.381 2.972 2.199
H -2.175 2.859 2.323
H 0.342 2.961 -2.579
H -0.834 3.915 -3.660
H -1.216 2.657 -2.488
O 3.292 2.951 2.096
S 3.888 3.371 0.887
O 4.412 4.674 0.772
O 5.112 2.361 0.332
C 5.296 1.157 1.108
C 6.405 0.366 0.412
C 2.759 3.179 -0.314
H 4.396 0.384 0.901
H 5.568 1.115 2.183
H 7.436 0.574 0.506
H 6.259 0.346 -0.750
H 6.325 -0.554 0.595
H 2.589 2.070 -0.629
H 3.021 3.567 -1.095
H 1.882 3.676 0.156
C 0.854 1.069 4.215
C -0.189 0.139 3.582
O -1.131 -0.036 4.621
C -0.702 0.417 5.779
O -1.183 0.271 6.894
O 0.563 1.006 5.620
H 0.859 2.075 3.739
H 1.962 0.597 3.931
H 0.450 -0.768 3.439
H -0.552 0.708 2.712
C -1.419 0.508 -3.872
C -0.277 -0.244 -4.700
O -0.983 -1.269 -5.337
C -2.238 -1.385 -4.853
O -3.124 -2.209 -5.196
O -2.533 -0.309 -4.111
H -1.677 1.330 -4.425
H -1.438 0.750 -2.861
H 0.518 -0.528 -4.180
H -0.113 0.492 -5.557

[5]
Molecular formula: C27H43Cl2F9N3O5PmSi
Method: DFT, wB97M-V/def2-TZVPD

Its gap between HOMO and LUMO (spin up / spin down) is 5.171 / 5.227 eV. Its total energy is -117341.6505 eV. Its spin multiplicity is 5.

Atoms and positions in Å:
C 3.228 -2.193 -5.789
C 2.747 -1.466 -6.998
H 2.830 -3.207 -5.734
H 2.915 -1.644 -4.899
H 4.323 -2.300 -5.773
C 2.801 -1.991 -8.241
C 3.190 -3.393 -8.548
H 2.597 -1.425 -9.160
H 2.689 -4.113 -7.889
H 4.277 -3.549 -8.494
H 2.883 -3.613 -9.581
Pm 0.551 0.375 -2.150
Cl 3.037 0.854 -2.386
C -0.492 3.537 -2.677
O -0.594 2.276 -2.506
N -1.429 4.278 -3.248
C -2.740 3.718 -3.607
C -1.068 5.607 -3.735
H 0.426 4.047 -2.351
H -3.181 3.207 -2.739
H -2.650 2.997 -4.435
H -3.377 4.551 -3.911
H -0.371 6.057 -3.016
H -1.963 6.222 -3.837
H -0.558 5.555 -4.709
H -3.256 1.163 1.072
H -1.664 2.906 3.109
C -2.528 0.451 1.488
C -1.491 1.834 3.252
N -1.345 1.156 1.965
H -2.271 -0.291 0.731
C -0.314 1.403 1.157
O -0.164 0.869 0.010
H -0.595 1.700 3.864
H 0.445 2.087 1.566
H -2.993 -0.036 2.352
H -2.355 1.388 3.760
H -0.113 -5.535 -0.447
H -0.166 -3.676 -3.549
C -1.065 -5.077 -0.740
C -1.077 -3.936 -2.990
N -0.847 -3.872 -1.545
H -1.632 -4.831 0.161
C -0.416 -2.749 -1.004
O -0.187 -1.690 -1.679
H -1.884 -3.248 -3.288
H -0.276 -2.753 0.082
H -1.624 -5.794 -1.349
H -1.367 -4.958 -3.232
O 1.270 0.011 -5.652
C 2.212 -0.034 -6.746
C 0.777 0.045 -8.909
C 1.698 0.639 -8.036
H 0.445 -0.970 -8.690
C 0.315 0.746 -10.043
H 3.069 0.555 -6.384
C 2.211 1.900 -8.340
H -0.405 0.250 -10.705
C 0.821 2.016 -10.323
C 1.791 2.581 -9.485
H 2.964 2.291 -7.652
H 0.449 2.567 -11.191
H 2.228 3.554 -9.739
Si -0.508 -0.233 -6.112
Cl -0.237 -2.254 -6.309
C -1.951 -0.281 -7.437
C -0.599 1.736 -6.266
C -1.338 -0.061 -4.412
H -1.883 0.556 -8.141
H -2.892 -0.195 -6.871
H -2.007 -1.216 -8.018
H -0.939 -0.848 -3.737
H -2.435 -0.240 -4.515
H -1.252 0.978 -3.988
H -0.192 2.107 -7.215
H 0.048 2.135 -5.459
H -1.614 2.115 -6.120
F 0.952 0.211 5.137
C 1.320 -1.117 5.224
F 2.644 -1.145 5.517
F 0.637 -1.657 6.276
C 1.032 -1.807 3.965
O 2.026 -1.963 3.060
C 2.334 -0.965 2.123
F 1.736 0.208 2.438
F 3.657 -0.814 2.116
F 1.910 -1.349 0.907
C -0.342 -2.089 3.533
F -1.238 -1.362 4.274
F -0.496 -1.705 2.217
F -0.703 -3.405 3.597

[6]
Molecular formula: C26H43Cl2MnOP
Method: DFT, wB97M-V/def2-TZVPD

Its gap between HOMO and LUMO (spin up / spin down) is 4.412 / 5.100 eV. As for the charge: -1. Its total energy is -95362.8984 eV. Its spin multiplicity is 5.

Atoms and positions in Å:
P 0.052 -0.974 -0.507
C 1.867 -0.825 -0.310
C 2.630 -1.719 -1.293
C 4.124 -1.683 -0.931
C 4.678 -0.262 -0.813
C 3.847 0.652 0.088
C 2.361 0.628 -0.282
C -0.609 0.170 -1.764
C -0.015 -0.182 -3.121
C -0.813 0.586 -4.182
C -0.897 2.088 -3.898
C -1.333 2.442 -2.473
C -0.529 1.671 -1.422
C -0.424 -2.711 -0.836
C 0.063 -3.550 0.356
C -0.396 -4.996 0.184
C -1.903 -5.149 -0.024
C -2.423 -4.233 -1.135
C -1.954 -2.786 -0.958
H 2.031 -1.220 0.715
H 2.476 -1.372 -2.328
H 2.255 -2.754 -1.246
H 4.684 -2.240 -1.685
H 4.271 -2.228 0.011
H 5.715 -0.297 -0.469
H 4.696 0.176 -1.818
H 3.964 0.370 1.141
H 4.221 1.674 0.005
H 1.777 1.201 0.452
H 2.237 1.104 -1.269
H -1.689 -0.065 -1.791
H -1.822 0.158 -4.227
H -0.082 -1.269 -3.297
H 1.053 0.092 -3.158
H -0.362 0.410 -5.159
H -1.566 2.558 -4.624
H 0.096 2.521 -4.067
H -1.216 3.517 -2.311
H -2.399 2.222 -2.333
H -0.935 1.848 -0.415
H 0.510 2.032 -1.429
H 0.059 -3.047 -1.768
H 1.161 -3.518 0.451
H -0.349 -3.074 1.262
H 0.118 -5.397 -0.698
H -0.066 -5.574 1.048
H -2.442 -4.937 0.907
H -2.125 -6.189 -0.279
H -3.515 -4.239 -1.155
H -2.076 -4.599 -2.110
H -2.329 -2.159 -1.785
H -2.341 -2.357 -0.018
Mn -1.464 0.364 2.976
Cl -2.945 -0.127 1.230
Cl 0.154 -1.290 3.156
C -0.055 1.591 2.358
H 1.026 1.342 2.342
C -0.352 2.952 2.175
C -1.668 3.316 1.697
C -2.012 4.653 1.552
C -1.108 5.668 1.890
C 0.193 5.334 2.329
C 0.583 4.013 2.443
H -2.365 2.513 1.447
H -3.006 4.912 1.179
H 0.895 6.131 2.586
H 1.591 3.737 2.762
H -1.404 6.710 1.814
C -1.722 0.998 5.677
O -2.626 0.813 4.565
H -1.533 2.069 5.808
H -0.778 0.489 5.407
H -2.153 0.574 6.597
H -3.587 0.721 4.780